[1]
Density functional theory data (wB97M-V/def2-TZVPD) for 2 unconnected molecules or ions with the total composition C10H14N2O3 in a non-equilibrium geometry.

Last columns: bonded neighbours and bond lengths (Å).
Element x y z (Å)
1 N 1.124 0.313 1.223  O2 1.256, O3 1.269
2 O 1.530 -0.846 0.959  N1 1.256
3 O 1.372 1.296 0.459  N1 1.269
4 C 7.508 5.332 0.967  O5 1.454, H16 1.092, H17 1.105, H18 1.101
5 O 7.422 3.898 1.184  C4 1.454, C6 1.354
6 C 6.375 3.189 0.699  O5 1.354, C7 1.417, C15 1.431
7 C 6.331 1.805 0.999  C6 1.417, C8 1.376, H19 1.086
8 C 5.279 1.035 0.561  C7 1.376, C9 1.427, H20 1.091
9 C 4.234 1.614 -0.219  C8 1.427, C10 1.444, C14 1.405
10 C 3.190 0.751 -0.718  C9 1.444, N11 1.308, H21 1.084
11 N 2.680 0.834 -1.919  C10 1.308, C12 1.465, C13 1.458
12 C 1.640 -0.107 -2.341  N11 1.465, H22 1.086, H23 1.092, H24 1.096
13 C 3.190 1.719 -2.959  N11 1.458, H25 1.091, H26 1.106, H27 1.095
14 C 4.241 3.002 -0.441  C9 1.405, C15 1.379, H28 1.090
15 C 5.286 3.791 -0.008  C6 1.431, C14 1.379, H29 1.094
16 H 8.429 5.622 1.475  C4 1.092
17 H 7.589 5.584 -0.106  C4 1.105
18 H 6.652 5.860 1.414  C4 1.101
19 H 7.157 1.358 1.546  C7 1.086
20 H 5.235 -0.039 0.751  C8 1.091
21 H 3.017 -0.208 -0.245  C10 1.084
22 H 1.265 0.220 -3.307  C12 1.086
23 H 2.062 -1.108 -2.444  C12 1.092
24 H 0.819 -0.176 -1.618  C12 1.096
25 H 2.856 1.285 -3.903  C13 1.091
26 H 2.793 2.747 -2.874  C13 1.106
27 H 4.283 1.753 -2.926  C13 1.095
28 H 3.420 3.481 -0.974  C14 1.090
29 H 5.301 4.865 -0.217  C15 1.094

Calculated values
- ΔE to the lowest compared entry with this formula, charge and spin (kcal per mole) = 122.2
- gap between HOMO and LUMO (eV) = 7.1
- E_HOMO (hartree) = -0.2654

[2]
Density functional theory data (wB97M-V/def2-TZVPD) for a single C17H13Cl3N4O3S molecule in a non-equilibrium geometry.

Last columns: bonded neighbours and bond lengths (Å).
Element x y z (Å)
1 O -0.733 -0.844 -4.800  S28 1.480
2 O -2.362 -1.861 -3.366  S28 1.435
3 Cl 1.384 3.700 3.707  C18 1.813
4 Cl 6.843 0.241 5.166  C19 1.804
5 Cl 3.467 -3.926 5.954  C20 1.734
6 N -0.338 1.982 -1.257  N7 1.324, C10 1.330
7 N -0.863 1.510 -2.377  N6 1.324, C11 1.272
8 N 0.931 -0.242 2.937  C12 1.321, C13 1.345
9 O 1.643 0.789 4.926  C13 1.397, C21 1.367
10 C -0.171 0.891 -0.516  N6 1.330, C22 1.512, N23 1.418
11 C -1.127 0.266 -2.349  N7 1.272, N23 1.333, S28 1.802
12 C 0.471 -0.204 1.699  N8 1.321, C22 1.412, H29 1.073
13 C 1.299 0.883 3.575  N8 1.345, O9 1.397, C18 1.351
14 C 4.854 -1.684 5.663  C19 1.411, C20 1.334, H30 1.051
15 C 4.005 0.521 5.069  C19 1.455, C21 1.442, H31 1.105
16 C 2.546 -1.372 5.440  C20 1.402, C21 1.358, H32 1.092
17 C 0.972 2.085 1.542  C18 1.415, C22 1.436, H33 1.101
18 C 1.174 2.069 2.942  Cl3 1.813, C13 1.351, C17 1.415
19 C 5.145 -0.351 5.306  Cl4 1.804, C14 1.411, C15 1.455
20 C 3.632 -2.219 5.699  Cl5 1.734, C14 1.334, C16 1.402
21 C 2.686 -0.037 5.237  O9 1.367, C15 1.442, C16 1.358
22 C 0.383 0.950 0.890  C10 1.512, C12 1.412, C17 1.436
23 N -0.827 -0.202 -1.138  C10 1.418, C11 1.333, H34 1.016
24 C -4.935 0.168 -6.240  C25 1.498, C26 1.489, H35 1.098, H36 1.140
25 C -3.871 -0.751 -6.757  C24 1.498, C26 1.560, H37 1.043, H38 1.092
26 C -4.023 -0.444 -5.234  C24 1.489, C25 1.560, C27 1.561, H39 1.074
27 C -3.059 0.499 -4.447  C26 1.561, S28 1.824, H40 1.098, H41 1.090
28 S -1.780 -0.616 -3.779  O1 1.480, O2 1.435, C11 1.802, C27 1.824
29 H 0.226 -1.183 1.336  C12 1.073
30 H 5.664 -2.352 5.712  C14 1.051
31 H 3.962 1.580 4.755  C15 1.105
32 H 1.516 -1.697 5.278  C16 1.092
33 H 1.022 3.004 0.938  C17 1.101
34 H -0.990 -1.192 -0.981  N23 1.016
35 H -4.944 1.264 -6.287  C24 1.098
36 H -5.981 -0.275 -6.344  C24 1.140
37 H -2.986 -0.316 -7.098  C25 1.043
38 H -4.298 -1.666 -7.175  C25 1.092
39 H -4.423 -1.310 -4.739  C26 1.074
40 H -2.577 1.179 -5.162  C27 1.098
41 H -3.538 1.162 -3.726  C27 1.090

Calculated values
- ΔE to the lowest compared entry with this formula, charge and spin (kcal per mole) = 42.3
- SMILES string = O=S(=O)(CC1CC1)c1nnc(-c2cnc(Oc3cc(Cl)cc(Cl)c3)c(Cl)c2)[nH]1
- gap between HOMO and LUMO (eV) = 8.9
- E_HOMO (hartree) = -0.3477

[3]
Density functional theory data (wB97M-V/def2-TZVPD) for a single C6H12N2 molecule in a non-equilibrium geometry.

Last columns: bonded neighbours and bond lengths (Å).
Element x y z (Å)
1 C -0.988 0.415 2.491  H7 1.050, H8 1.166, H9 1.154, N19 1.446
2 C 0.556 0.296 0.514  C3 1.641, C6 1.564, H11 1.119, N19 1.519
3 C 0.706 -1.280 0.081  C2 1.641, C4 1.502, H12 1.103, H13 1.093
4 C 0.436 -1.378 -1.393  C3 1.502, H14 1.081, H15 1.069, N20 1.426
5 C -0.370 1.326 -2.162  C6 1.636, H16 1.059, H17 1.100, N20 1.535
6 C 0.615 0.810 -0.961  C2 1.564, C5 1.636, H18 1.065, N20 1.258
7 H -0.454 0.973 3.203  C1 1.050
8 H -1.986 0.984 2.690  C1 1.166
9 H -1.073 -0.618 2.996  C1 1.154
10 H -1.473 0.186 0.605  N19 0.887
11 H 1.373 0.446 1.263  C2 1.119
12 H 1.809 -1.265 0.104  C3 1.103
13 H 0.212 -1.688 0.966  C3 1.093
14 H -0.276 -2.180 -1.535  C4 1.081
15 H 1.440 -1.564 -1.710  C4 1.069
16 H -1.410 1.517 -2.218  C5 1.059
17 H 0.193 1.657 -3.047  C5 1.100
18 H 1.591 0.833 -1.387  C6 1.065
19 N -0.830 0.589 1.064  C1 1.446, C2 1.519, H10 0.887
20 N -0.071 -0.056 -1.563  C4 1.426, C5 1.535, C6 1.258

Calculated values
- ΔE to the lowest compared entry with this formula, charge and spin (kcal per mole) = 156.1
- SMILES string = CN[C@H]1CCN2C[C@@H]12
- gap between HOMO and LUMO (eV) = 9.0
- E_HOMO (hartree) = -0.2896

[4]
Density functional theory data (wB97M-V/def2-TZVPD) for 2 unconnected molecules or ions with the total composition C2H9NPS in a non-equilibrium geometry.

Last columns: bonded neighbours and bond lengths (Å).
Element x y z (Å)
1 C -1.713 -0.004 1.028  N3 1.324, H6 1.148, H7 1.110
2 C 0.074 -1.416 -0.963  S5 1.700, H8 1.060, H9 1.147
3 N -1.886 1.084 0.294  C1 1.324, H10 0.964, H12 1.089
4 P 2.003 1.167 -0.184  S5 2.279, H13 1.425, H14 1.519
5 S 1.437 -1.034 -0.021  C2 1.700, P4 2.279, H11 1.418
6 H -1.176 0.103 2.037  C1 1.148
7 H -2.177 -0.976 0.763  C1 1.110
8 H -0.816 -1.442 -0.388  C2 1.060
9 H -0.085 -0.952 -2.000  C2 1.147
10 H -2.504 1.053 -0.445  N3 0.964
11 H 2.491 -1.681 -0.715  S5 1.418
12 H -1.673 2.049 0.752  N3 1.089
13 H 2.844 1.089 0.963  P4 1.425
14 H 3.179 0.960 -1.122  P4 1.519

Calculated values
- ΔE to the lowest compared entry with this formula, charge and spin (kcal per mole) = 103.5
- gap between HOMO and LUMO (eV) = 5.8
- total charge = +1
- E_HOMO (hartree) = -0.4137

- Among the records above, which one has the highest ΔE to the lowest compared entry with this formula, charge and spin?
  C6H12N2